Formula: C44H74F3I3O38S9
Source: OMol25
Level of theory: ωB97M-V/def2-TZVPD

E_tot	-254593.9553	eV
HOMO	-8.9	eV
net charge	0
molar mass	1937.35	g/mol
gap between HOMO and LUMO	0.31529	Eh
SMILES string	C#C[C@]1(CCCC(=O)OCC)[C@@H](/C(I)=C(/C)I)[C@@](I)(CCCCCCC)OS(=O)(=O)[C@]1(CCC(F)(F)F)OCCC.O=S1(=O)OCCO1.O=S1(=O)OCCO1.O=S1(=O)OCCO1.O=S1(=O)OCCO1.O=S1(=O)OCCO1.O=S1(=O)OCCO1.O=S1(=O)OCCO1.O=S1(=O)OCCO1

Bonds (Å) are listed after each position.
Positions of all 171 atoms, in Å:
1 C 1.005 1.509 4.124  C2 1.190, H42 1.064
2 C 1.207 1.157 3.006  C1 1.190, C3 1.467
3 C 1.369 0.734 1.611  C2 1.467, C4 1.556, C12 1.598, C31 1.593
4 C 0.918 -0.737 1.374  C3 1.556, C5 1.541, H43 1.087, H44 1.089
5 C 0.823 -1.688 2.582  C4 1.541, C6 1.553, H45 1.090, H46 1.093
6 C -0.646 -1.886 3.047  C5 1.553, C7 1.497, H47 1.087, H48 1.097
7 C -1.094 -0.979 4.150  C6 1.497, O8 1.211, O9 1.342
8 O -1.989 -0.181 3.979  C7 1.211
9 O -0.503 -1.125 5.345  C7 1.342, C10 1.432
10 C -1.304 -0.716 6.460  O9 1.432, C11 1.526, H49 1.089, H50 1.093
11 C -1.127 0.752 6.835  C10 1.526, H51 1.091, H52 1.091, H53 1.089
12 C 2.906 0.972 1.245  C3 1.598, C13 1.519, C18 1.567, H54 1.087
13 C 3.813 0.041 2.032  C12 1.519, I14 2.136, C15 1.337
14 I 4.103 -2.015 1.531  C13 2.136
15 C 4.500 0.429 3.111  C13 1.337, C16 1.506, I17 2.112
16 C 5.414 -0.447 3.926  C15 1.506, H55 1.092, H56 1.086, H57 1.094
17 I 4.429 2.410 3.842  C15 2.112
18 C 3.168 1.070 -0.297  C12 1.567, I19 2.217, C20 1.528, O27 1.427
19 I 3.493 3.199 -0.824  C18 2.217
20 C 4.449 0.407 -0.801  C18 1.528, C21 1.550, H58 1.095, H59 1.086
21 C 5.767 0.936 -0.182  C20 1.550, C22 1.541, H60 1.092, H61 1.091
22 C 6.716 1.567 -1.220  C21 1.541, C23 1.556, H62 1.092, H63 1.089
23 C 7.621 2.676 -0.609  C22 1.556, C24 1.537, H64 1.094, H65 1.092
24 C 7.524 3.974 -1.425  C23 1.537, C25 1.540, H66 1.095, H67 1.092
25 C 8.063 3.805 -2.858  C24 1.540, C26 1.531, H68 1.094, H69 1.093
26 C 7.235 4.622 -3.855  C25 1.531, H70 1.095, H71 1.092, H72 1.091
27 O 2.116 0.568 -1.120  C18 1.427, S28 1.605
28 S 0.656 1.214 -0.955  O27 1.605, O29 1.435, O30 1.431, C31 1.832
29 O 0.440 2.303 -1.863  S28 1.435
30 O -0.255 0.140 -1.206  S28 1.431
31 C 0.422 1.718 0.791  C3 1.593, S28 1.832, C32 1.543, O38 1.402
32 C -1.033 1.528 1.267  C31 1.543, C33 1.556, H73 1.088, H74 1.086
33 C -2.171 1.811 0.243  C32 1.556, C34 1.514, H75 1.093, H76 1.087
34 C -3.161 0.666 0.240  C33 1.514, F35 1.386, F36 1.338, F37 1.331
35 F -4.283 1.052 -0.474  C34 1.386
36 F -3.612 0.386 1.468  C34 1.338
37 F -2.723 -0.427 -0.380  C34 1.331
38 O 0.870 2.996 1.153  C31 1.402, C39 1.422
39 C 0.200 4.122 0.601  O38 1.422, C40 1.547, H77 1.095, H78 1.091
40 C 0.725 5.384 1.325  C39 1.547, C41 1.530, H79 1.093, H80 1.094
41 C 1.904 6.081 0.644  C40 1.530, H81 1.090, H82 1.091, H83 1.091
42 H 0.948 1.824 5.139  C1 1.064
43 H -0.068 -0.776 0.918  C4 1.087
44 H 1.576 -1.133 0.603  C4 1.089
45 H 1.509 -1.485 3.404  C5 1.090
46 H 1.116 -2.669 2.198  C5 1.093
47 H -1.301 -1.885 2.181  C6 1.087
48 H -0.662 -2.901 3.463  C6 1.097
49 H -2.353 -0.988 6.355  C10 1.089
50 H -0.927 -1.301 7.303  C10 1.093
51 H -1.199 1.342 5.920  C11 1.091
52 H -1.966 1.081 7.452  C11 1.091
53 H -0.174 0.917 7.335  C11 1.089
54 H 3.106 1.980 1.599  C12 1.087
55 H 4.870 -1.300 4.338  C16 1.092
56 H 5.880 0.103 4.740  C16 1.086
57 H 6.196 -0.852 3.277  C16 1.094
58 H 4.498 0.695 -1.856  C20 1.095
59 H 4.382 -0.677 -0.818  C20 1.086
60 H 6.297 0.071 0.221  C21 1.092
61 H 5.585 1.612 0.654  C21 1.091
62 H 6.149 2.036 -2.026  C22 1.092
63 H 7.365 0.777 -1.596  C22 1.089
64 H 8.654 2.323 -0.685  C23 1.094
65 H 7.379 2.866 0.439  C23 1.092
66 H 6.459 4.209 -1.518  C24 1.095
67 H 8.037 4.799 -0.926  C24 1.092
68 H 9.111 4.117 -2.890  C25 1.094
69 H 8.034 2.758 -3.172  C25 1.093
70 H 7.299 5.683 -3.594  C26 1.095
71 H 6.184 4.334 -3.786  C26 1.092
72 H 7.604 4.528 -4.878  C26 1.091
73 H -1.151 2.243 2.080  C32 1.088
74 H -1.225 0.558 1.714  C32 1.086
75 H -2.755 2.666 0.593  C33 1.093
76 H -1.844 2.057 -0.764  C33 1.087
77 H -0.884 4.126 0.756  C39 1.095
78 H 0.377 4.273 -0.466  C39 1.091
79 H -0.115 6.081 1.402  C40 1.093
80 H 0.965 5.079 2.348  C40 1.094
81 H 1.860 6.026 -0.444  C41 1.090
82 H 2.842 5.650 0.996  C41 1.091
83 H 1.902 7.132 0.936  C41 1.091
84 O 3.206 9.213 4.216  S85 1.417
85 S 2.068 8.398 3.998  O84 1.417, O86 1.417, O87 1.604, O90 1.604
86 O 1.255 8.539 2.846  S85 1.417
87 O 1.145 8.466 5.308  S85 1.604, C88 1.432
88 C 0.939 7.152 5.839  O87 1.432, C89 1.513, H91 1.092, H92 1.087
89 C 2.182 6.385 5.445  C88 1.513, O90 1.432, H93 1.087, H94 1.092
90 O 2.493 6.857 4.130  S85 1.604, C89 1.432
91 H 0.045 6.730 5.374  C88 1.092
92 H 0.799 7.199 6.915  C88 1.087
93 H 2.023 5.309 5.434  C89 1.087
94 H 3.022 6.622 6.102  C89 1.092
95 O -1.120 -7.761 2.464  S96 1.417
96 S -1.149 -6.378 2.159  O95 1.417, O97 1.419, O98 1.605, O101 1.595
97 O -0.141 -5.488 2.612  S96 1.419
98 O -2.584 -5.792 2.576  S96 1.605, C99 1.437
99 C -3.215 -5.185 1.437  O98 1.437, C100 1.511, H102 1.093, H103 1.087
100 C -2.676 -5.943 0.246  C99 1.511, O101 1.437, H104 1.086, H105 1.089
101 O -1.300 -6.186 0.583  S96 1.595, C100 1.437
102 H -2.921 -4.133 1.408  C99 1.093
103 H -4.296 -5.256 1.519  C99 1.087
104 H -2.745 -5.380 -0.680  C100 1.086
105 H -3.176 -6.902 0.125  C100 1.089
106 O -3.561 5.457 -4.878  S107 1.417
107 S -4.823 5.026 -4.397  O106 1.417, O108 1.417, O109 1.605, O112 1.602
108 O -5.969 5.857 -4.454  S107 1.417
109 O -4.631 4.493 -2.895  S107 1.605, C110 1.432
110 C -5.071 3.135 -2.792  O109 1.432, C111 1.513, H113 1.093, H114 1.084
111 C -4.842 2.552 -4.170  C110 1.513, O112 1.433, H115 1.087, H116 1.092
112 O -5.189 3.617 -5.065  S107 1.602, C111 1.433
113 H -6.132 3.137 -2.531  C110 1.093
114 H -4.509 2.614 -2.025  C110 1.084
115 H -5.457 1.678 -4.365  C111 1.087
116 H -3.792 2.299 -4.327  C111 1.092
117 O -7.133 -6.775 -2.756  S118 1.419
118 S -6.569 -6.334 -1.531  O117 1.419, O119 1.420, O120 1.595, O123 1.597
119 O -5.285 -6.778 -1.118  S118 1.420
120 O -7.628 -6.584 -0.365  S118 1.595, C121 1.437
121 C -7.929 -5.352 0.309  O120 1.437, C122 1.514, H124 1.092, H125 1.086
122 C -7.733 -4.285 -0.746  C121 1.514, O123 1.439, H126 1.086, H127 1.091
123 O -6.587 -4.737 -1.490  S118 1.597, C122 1.439
124 H -7.227 -5.234 1.137  C121 1.092
125 H -8.943 -5.374 0.698  C121 1.086
126 H -7.547 -3.302 -0.323  C122 1.086
127 H -8.584 -4.231 -1.427  C122 1.091
128 O 9.933 -0.393 2.218  S129 1.417
129 S 9.280 -1.103 1.180  O128 1.417, O130 1.418, O131 1.603, O134 1.600
130 O 8.579 -0.437 0.144  S129 1.418
131 O 8.312 -2.191 1.850  S129 1.603, C132 1.433
132 C 8.647 -3.506 1.387  O131 1.433, C133 1.514, H135 1.092, H136 1.087
133 C 10.129 -3.434 1.082  C132 1.514, O134 1.434, H137 1.086, H138 1.092
134 O 10.310 -2.130 0.513  S129 1.600, C133 1.434
135 H 8.063 -3.713 0.488  C132 1.092
136 H 8.412 -4.243 2.150  C132 1.087
137 H 10.452 -4.199 0.382  C133 1.086
138 H 10.729 -3.496 1.992  C133 1.092
139 O -1.061 -3.516 -2.820  S140 1.422
140 S -0.279 -2.504 -3.442  O139 1.422, O141 1.415, O142 1.604, O145 1.608
141 O 0.188 -1.381 -2.719  S140 1.415
142 O -1.061 -2.009 -4.752  S140 1.604, C143 1.432
143 C -0.246 -2.182 -5.916  O142 1.432, C144 1.514, H146 1.092, H147 1.087
144 C 0.639 -3.366 -5.588  C143 1.514, O145 1.433, H148 1.086, H149 1.092
145 O 0.958 -3.198 -4.201  S140 1.608, C144 1.433
146 H 0.339 -1.272 -6.065  C143 1.092
147 H -0.870 -2.358 -6.789  C143 1.087
148 H 1.548 -3.389 -6.184  C144 1.086
149 H 0.102 -4.309 -5.706  C144 1.092
150 O -5.547 -6.398 -9.159  S151 1.418
151 S -4.940 -5.726 -8.069  O150 1.418, O152 1.418, O153 1.602, O156 1.600
152 O -4.238 -4.506 -8.242  S151 1.418
153 O -3.999 -6.771 -7.299  S151 1.602, C154 1.434
154 C -4.391 -6.871 -5.923  O153 1.434, C155 1.513, H157 1.092, H158 1.086
155 C -5.873 -6.568 -5.927  C154 1.513, O156 1.436, H159 1.085, H160 1.092
156 O -6.019 -5.526 -6.905  S151 1.600, C155 1.436
157 H -3.832 -6.127 -5.352  C154 1.092
158 H -4.169 -7.862 -5.539  C154 1.086
159 H -6.233 -6.235 -4.958  C155 1.085
160 H -6.457 -7.431 -6.255  C155 1.092
161 O -10.340 -1.398 0.139  S162 1.420
162 S -9.905 -0.254 -0.580  O161 1.420, O163 1.415, O164 1.603, O167 1.602
163 O -10.721 0.373 -1.551  S162 1.415
164 O -8.476 -0.592 -1.224  S162 1.603, C165 1.433
165 C -7.496 0.354 -0.777  O164 1.433, C166 1.512, H168 1.092, H169 1.086
166 C -7.977 0.787 0.590  C165 1.512, O167 1.434, H170 1.086, H171 1.092
167 O -9.403 0.859 0.456  S162 1.602, C166 1.434
168 H -7.482 1.191 -1.479  C165 1.092
169 H -6.514 -0.109 -0.745  C165 1.086
170 H -7.574 1.749 0.892  C166 1.086
171 H -7.742 0.040 1.351  C166 1.092

These are the Löwdin partial charges, in e, on atoms 1 to 4: 0.14, -0.10, -0.28, -0.15